Record 1
Computed, not measured: an isolated molecule of C6H10O, with wB97M-V/def2-TZVPD.

Last column: Mulliken charge in e.
Element x y z (Å)
C: -2.235 -0.206 0.361  -1.12
C: -1.050 0.712 0.423  -0.39
O: 1.280 -1.717 1.251  -0.46
C: 1.308 -1.719 0.045  0.06
C: 0.586 -0.717 -0.838  -0.99
C: 0.165 0.524 -0.094  1.06
C: 1.255 1.555 0.055  -1.36
H: -3.127 0.341 0.034  0.34
H: -2.090 -1.048 -0.323  0.27
H: -2.457 -0.621 1.351  0.27
H: -1.215 1.638 0.975  0.30
H: 1.880 -2.500 -0.503  0.37
H: 1.253 -0.471 -1.677  0.36
H: -0.262 -1.254 -1.284  0.33
H: 1.454 2.052 -0.904  0.29
H: 0.987 2.324 0.786  0.37
H: 2.194 1.092 0.381  0.32

Output
SMILES   C/C=C(/C)CC=O
Multiplicity   1
Relative energy (zero: lowest compared OMol25 entry of this formula, charge and spin)   0.404 eV
Maximum force   0.53 eV Å⁻¹
HOMO-LUMO gap   10.1 eV



Record 2
Computed, not measured: a cluster of 2 separate species, C6H10O in total, with wB97M-V/def2-TZVPD.

Last column: Mulliken charge in e.
Element x y z (Å)
C: -1.140 -0.423 -1.064  -0.17
C: -1.478 0.872 -1.324  -0.62
C: -0.146 -2.179 0.373  -0.97
C: -0.573 -0.881 0.213  0.87
C: -0.635 0.085 1.404  -0.58
C: 0.216 1.159 1.445  -0.65
H: -0.749 -1.020 -1.945  0.19
H: -1.740 1.221 -2.341  0.29
H: -0.895 1.814 -0.808  0.15
H: 0.379 -2.484 1.315  0.29
H: -0.248 -2.832 -0.468  0.31
H: -1.293 -0.062 2.243  0.38
H: 0.797 1.588 0.478  0.27
H: 0.134 1.791 2.349  0.23
H: 2.423 -0.108 -1.171  0.30
H: 2.644 0.703 0.113  0.35
O: 2.302 0.757 -0.814  -0.64

Output
SMILES   C=CC(=C)C=C.O
Multiplicity   1
Relative energy (zero: lowest compared OMol25 entry of this formula, charge and spin)   3.470 eV
Maximum force   3.62 eV Å⁻¹
HOMO-LUMO gap   9.0 eV



Record 3
Computed, not measured: a structure of composition C6H10O, with wB97M-V/def2-TZVPD.

Last column: Mulliken charge in e.
Element x y z (Å)
C: -1.613 -1.374 0.176  -1.03
C: -0.600 -0.932 -0.801  -0.32
C: -0.640 0.520 -1.129  -0.50
C: 0.560 1.203 -0.422  0.15
C: 0.720 0.692 1.011  -0.57
O: 1.817 0.648 -0.805  -0.46
C: 1.787 -0.215 0.339  -0.43
H: -2.301 -1.984 -0.433  0.40
H: -2.222 -0.627 0.711  0.36
H: -1.201 -2.093 0.892  0.29
H: -0.509 0.662 -2.209  0.37
H: -1.537 1.073 -0.795  0.29
H: 0.524 2.281 -0.606  0.42
H: -0.162 0.250 1.477  0.14
H: 1.162 1.409 1.707  0.28
H: 1.478 -1.220 0.027  0.33
H: 2.737 -0.293 0.860  0.29

Output
Multiplicity   1
Relative energy (zero: lowest compared OMol25 entry of this formula, charge and spin)   4.543 eV
Maximum force   0.62 eV Å⁻¹
HOMO-LUMO gap   8.2 eV



Record 4
Computed, not measured: a structure of composition C6H10O, with wB97M-V/def2-TZVPD.

Last column: Mulliken charge in e.
Element x y z (Å)
C: -1.140 -0.483 0.495  -1.06
C: -0.961 0.733 -0.367  -0.08
C: 0.148 1.679 0.010  -0.70
C: 0.349 0.697 -1.108  -0.17
C: 1.108 -0.583 -0.821  -0.71
C: 0.650 -1.190 0.503  0.14
O: 1.189 -0.755 1.642  -0.74
H: -1.670 -0.274 1.443  0.42
H: -0.129 -0.601 1.388  0.03
H: -1.654 -1.320 0.019  0.41
H: -1.843 1.138 -0.856  0.38
H: 0.025 2.724 -0.256  0.30
H: 0.686 1.495 0.937  0.26
H: 0.405 1.080 -2.123  0.37
H: 2.186 -0.418 -0.706  0.34
H: 0.944 -1.299 -1.635  0.35
H: 0.413 -2.267 0.443  0.45

Output
Multiplicity   1
Relative energy (zero: lowest compared OMol25 entry of this formula, charge and spin)   4.012 eV
Maximum force   0.40 eV Å⁻¹
HOMO-LUMO gap   9.9 eV



Record 5
Computed, not measured: an isolated molecule of C6H10O, with wB97M-V/def2-TZVPD.

Last column: Mulliken charge in e.
Element x y z (Å)
C: -0.472 -0.288 1.860  -1.34
C: -0.563 0.434 0.496  0.44
C: 0.717 1.222 0.076  -1.40
C: 0.167 -0.011 -1.757  0.77
O: 0.429 0.700 -2.700  -0.61
C: 0.455 -1.284 -1.077  -0.72
C: -0.804 -0.460 -0.721  -0.41
H: -0.257 0.418 2.674  0.37
H: 0.315 -1.051 1.879  0.28
H: -1.413 -0.792 2.124  0.36
H: -1.400 1.140 0.568  0.31
H: 1.632 0.779 0.476  0.33
H: 0.648 2.282 0.265  0.40
H: 0.849 1.308 -1.028  0.32
H: 0.310 -2.036 -1.844  0.28
H: 1.183 -1.539 -0.306  0.21
H: -1.796 -0.822 -0.985  0.41

Output
SMILES   CC(C)[C@@H]1CC1=O
Multiplicity   1
Relative energy (zero: lowest compared OMol25 entry of this formula, charge and spin)   2.590 eV
Maximum force   1.93 eV Å⁻¹
HOMO-LUMO gap   9.9 eV



Record 6
Computed, not measured: an isolated molecule of C6H10O, with wB97M-V/def2-TZVPD.

Last column: Mulliken charge in e.
Element x y z (Å)
C: -1.762 -0.140 -1.153  -0.61
O: -0.821 -0.835 -0.365  -0.34
C: 0.303 -0.192 0.250  1.69
C: 1.555 -0.900 -0.283  -1.51
C: 0.178 -0.407 1.763  -1.51
C: 0.338 1.249 -0.068  -1.03
C: 0.212 2.393 -0.426  0.03
H: -1.847 -0.644 -2.122  0.22
H: -2.741 -0.147 -0.660  0.22
H: -1.476 0.899 -1.334  0.24
H: 1.417 -1.980 -0.170  0.38
H: 2.448 -0.598 0.273  0.37
H: 1.706 -0.677 -1.342  0.35
H: 1.100 -0.121 2.281  0.37
H: -0.017 -1.468 1.949  0.37
H: -0.652 0.174 2.173  0.35
H: 0.059 3.395 -0.765  0.42

Output
SMILES   C#CC(C)(C)OC
Multiplicity   1
Relative energy (zero: lowest compared OMol25 entry of this formula, charge and spin)   2.142 eV
Maximum force   0.56 eV Å⁻¹
HOMO-LUMO gap   10.6 eV